Record 1
The following is a quantum chemistry calculation of 2 unconnected molecules or ions with the total composition C8H22NSi in a non-equilibrium geometry, from the OMol25 dataset.

```
32
Properties=species:S:1:pos:R:3:nbo_charge:R:1
Si -0.8539 0.4454 1.7512 1.105
N 0.0567 0.7010 0.2777 -0.745
C -1.8910 1.2884 -1.4502 0.392
C -2.8992 0.2505 -1.1250 -0.758
C 0.6924 1.8793 -0.0518 -0.429
C 1.7262 -1.0801 0.0606 -0.389
C -2.1708 2.6739 -1.2318 -0.769
C 2.9908 -2.7839 1.2874 -0.598
C 1.8423 -2.6168 0.3060 -0.412
C 0.3847 -0.4796 -0.4097 -0.255
H 1.0199 -3.2248 0.6743 0.213
H 0.6748 2.1548 -1.1831 0.188
H -0.0591 0.2543 2.9672 -0.130
H 0.4285 -0.4601 -1.4965 0.197
H 2.5279 -0.6997 -0.5340 0.215
H -1.0431 0.9369 -2.0013 0.201
H -2.4876 -0.7175 -1.1734 0.261
H -0.3109 -1.0890 0.0362 0.204
H -1.2331 3.2184 -1.1041 0.272
H 1.8273 1.6889 -0.0441 0.211
H -2.6620 3.1257 -2.1041 0.321
H -3.3491 0.4234 -0.1305 0.267
H 1.9733 -0.6140 1.1792 0.186
H 3.3068 -3.8417 1.3179 0.220
H -1.5949 1.5715 1.7800 -0.220
H -3.5153 0.0709 -1.9927 0.310
H -1.8986 -0.6377 1.3460 -0.158
H 3.8974 -2.2669 1.0022 0.210
H 0.4913 2.5980 0.6779 0.223
H -2.7080 2.7095 -0.2844 0.261
H 2.1260 -2.9753 -0.6058 0.205
H 2.7103 -2.5035 2.2589 0.203
```

Properties
LUMO energy in eV: -5.65
E_tot in eV: -18009.82116
Total charge: +1
HOMO-LUMO gap in eV: 6.9684

Record 2
The following is a quantum chemistry calculation of 4 unconnected molecules or ions with the total composition C24H56BrNO12S in a non-equilibrium geometry, from the OMol25 dataset.

```
95
Properties=species:S:1:pos:R:3:mulliken_charge:R:1
Br -0.6372 1.3307 4.6816 -0.080
S -1.9007 1.1051 9.0026 0.702
O -1.3439 0.9687 0.6474 -0.253
O -4.7802 -0.4897 -3.0216 -0.372
O -5.3565 -0.0717 -6.0092 -0.480
O 4.5656 0.0165 -3.9437 -0.454
O 5.1353 -2.3334 -2.0500 -0.323
O -7.0073 -2.2811 -4.6295 -0.260
O 1.1960 -0.5846 -0.1566 -0.441
O -3.2097 1.1226 9.8623 -0.551
O -0.6221 0.8001 10.1138 -0.352
O 7.3458 -1.2859 -4.2343 -0.267
O -0.6444 0.2406 -2.4728 -0.218
O -1.7636 2.6383 8.2704 -0.286
N 3.2671 -0.4236 7.2220 -0.599
C -1.1377 2.9614 5.7395 -0.025
C 0.6603 1.3524 9.6100 -0.390
C -5.9535 0.5646 -4.8707 -0.397
C 1.1661 0.5584 8.2673 0.188
C 5.8042 0.3490 -3.3016 -0.335
C 2.7041 0.8863 7.8034 -0.228
C 0.1619 3.7825 6.3634 -0.578
C 7.9447 -1.6619 -5.4641 -0.788
C -0.0427 -1.0343 -2.2573 -0.184
C -4.9833 0.7488 -3.6990 -0.444
C 0.9997 0.8264 0.0098 -0.366
C 7.0329 0.1069 -4.1831 -0.578
C -2.2272 0.5998 1.6944 -0.673
C -5.0810 -1.4730 -5.8768 -0.153
C 3.9586 -2.1116 -2.8246 -0.201
C -0.0081 1.1771 1.1083 -0.336
C -0.2433 0.8328 -3.6970 -0.872
C -6.3391 -2.3463 -5.8902 -0.618
C 4.3052 -1.3822 -4.1268 -0.435
C -8.4112 -2.4452 -4.7512 -0.792
C -2.2952 2.6565 6.8987 -0.594
C -3.5017 -0.5758 -2.4147 -0.558
C 0.1115 -1.3062 -0.7571 -0.588
C 4.8715 -2.3758 -0.6575 -0.674
H 6.8421 0.5027 -5.1868 0.350
H 1.0692 3.0956 6.6381 -0.078
H 4.2629 -3.2508 -0.4141 0.313
H 5.8241 -2.4442 -0.1273 0.264
H 5.1201 -1.8680 -4.6623 0.111
H -6.8670 0.0539 -4.5678 0.125
H -6.9990 -2.0180 -6.7009 0.355
H 0.1989 0.5702 1.9967 0.169
H 5.8915 -0.1450 -2.3324 0.129
H -3.0291 3.5966 6.8434 0.263
H 1.9761 1.2214 0.3130 0.414
H 5.7456 1.4243 -3.0973 0.397
H -0.1253 4.4365 7.3137 0.214
H -2.7129 -0.4094 -3.1551 0.130
H 3.7918 -0.2482 6.3369 0.228
H 0.3633 -2.3652 -0.6335 0.475
H 1.0635 -0.5953 8.4733 0.268
H 4.3661 -1.4602 -0.3343 0.242
H -1.6370 3.7171 4.9641 0.391
H 0.9396 -1.0876 -2.7357 0.132
H -3.3796 -1.5820 -2.0075 0.363
H 3.3854 1.3459 8.6380 0.262
H 1.5235 1.2106 10.4222 0.328
H -4.0365 1.1474 -4.0747 0.243
H -0.8191 -1.1424 -0.2149 0.119
H -8.8321 -1.6951 -5.4236 0.348
H 3.4279 -1.4313 -4.7812 0.493
H 3.5242 -3.0922 -3.0541 0.484
H -3.4186 0.1514 -1.6025 0.311
H 8.9182 -1.1711 -5.5731 0.332
H 0.7542 1.3054 -0.9395 0.092
H -0.6999 -1.7899 -2.7045 0.428
H 8.0908 -2.7455 -5.4587 0.226
H -1.8738 -0.3009 2.2002 0.379
H 7.9004 0.6204 -3.7545 0.402
H -8.6412 -3.4520 -5.1172 0.328
H -4.4538 -1.6714 -5.0060 -0.012
H 2.7232 1.6536 6.8918 0.176
H -0.6216 0.2501 -4.5412 0.362
H 0.8474 0.9098 -3.7473 0.305
H -0.6584 1.8421 -3.7448 0.238
H 0.4682 0.8078 7.3572 -0.351
H 3.2286 -1.5204 -2.2640 -0.053
H -6.0594 -3.3921 -6.0573 0.401
H -3.2081 0.3900 1.2594 0.231
H 3.9164 -0.8461 7.9242 0.217
H 0.0853 2.2369 1.3689 0.391
H -2.3235 1.4225 2.4117 0.204
H -4.4821 -1.7353 -6.7564 0.410
H 0.5178 4.5688 5.5419 0.329
H -8.8600 -2.3144 -3.7628 0.227
H -5.4072 1.4557 -2.9754 0.408
H 7.2974 -1.4049 -6.3049 0.345
H 0.5470 2.5182 9.4789 0.180
H -2.9544 1.7208 6.6516 0.384
H -6.2520 1.5601 -5.2173 0.428
```

Properties
LUMO energy in eV: 0.45
E_tot in eV: -132723.71348
HOMO-LUMO gap in eV: 9.4707

Record 3
The following is a quantum chemistry calculation of a molecular structure, C3H2Li2O3Sn in a non-equilibrium geometry, from the OMol25 dataset.

```
11
Properties=species:S:1:pos:R:3:nbo_charge:R:1
Sn -1.7161 3.1965 0.2679 1.605
O -0.6420 2.1757 -0.7874 -0.971
O -1.0203 0.1123 0.3517 -0.439
O 2.5085 0.0489 0.7385 -1.042
C 1.4898 0.9145 0.6930 0.025
C -1.6941 1.1301 0.2029 0.339
C 0.6238 0.9692 -0.3385 0.094
Li 3.3187 0.5263 -0.7760 0.979
Li 2.8418 -1.1522 1.9232 0.987
H 0.7406 0.5402 -1.3379 0.231
H 1.3170 1.5063 1.6037 0.192
```

Properties
LUMO energy in eV: -9.01
E_tot in eV: -15506.68907
Total charge: +2
HOMO-LUMO gap in eV: 7.5017

Record 4
The following is a quantum chemistry calculation of 18 unconnected molecules or ions with the total composition H36O18 in a non-equilibrium geometry, from the OMol25 dataset.

```
54
Properties=species:S:1:pos:R:3:nbo_charge:R:1
O 0.9680 0.8491 -0.3538 -0.955
O 1.3825 -3.2658 -0.4143 -0.945
O -3.4488 -0.5408 4.5399 -0.977
O 3.6302 0.3889 -4.3854 -0.937
O 0.5744 -0.5605 2.0222 -0.952
O -0.8120 -2.9173 -2.1681 -1.006
O 3.6424 -3.8717 1.1033 -0.959
O -0.7319 3.6011 3.8433 -0.952
O -0.0828 4.5488 -1.8214 -0.946
O 5.8957 -1.3755 -0.2148 -0.943
O 0.7660 0.5163 -2.7402 -0.996
O -1.7007 1.5755 -0.4513 -0.983
O -1.8226 0.3227 2.1078 -0.969
O -3.5201 2.7872 2.9970 -0.907
O 3.6897 1.9261 -1.1029 -0.949
O -1.2629 -3.0605 0.2907 -0.931
O -3.8753 0.7588 -2.6160 -0.920
O -3.5003 -1.2515 0.8499 -0.955
H -2.6552 -1.2551 1.2747 0.492
H 5.3926 -2.1161 0.4404 0.483
H -0.8011 4.7281 -1.2316 0.469
H 0.4725 0.2522 -0.9372 0.476
H -2.0674 1.1385 2.0399 0.472
H -0.1302 3.0082 3.6360 0.459
H -1.0733 -2.4109 -3.1154 0.523
H 0.5836 1.0533 0.3933 0.470
H 3.1401 -4.5705 1.5715 0.472
H -3.9821 2.5447 2.1329 0.454
H 2.9387 1.6944 -1.5624 0.474
H 4.5243 0.5889 -4.1429 0.499
H -0.5211 -3.3732 -0.1984 0.450
H 3.1648 -3.7853 0.3132 0.484
H 0.5128 1.1347 -3.3910 0.479
H 0.1167 3.5416 -1.6294 0.477
H -1.5097 -2.3657 -0.3245 0.472
H 0.9920 -1.3012 1.5630 0.473
H -3.3416 0.8907 -3.3278 0.450
H 1.6873 0.0356 -3.0825 0.522
H -3.6251 -0.6265 0.2451 0.459
H -1.9040 0.8740 0.2230 0.485
H 1.4516 -0.1588 2.5209 0.481
H 0.9012 -2.3708 -0.0800 0.480
H -4.0623 -1.2861 4.5594 0.478
H -0.8451 3.7767 4.8315 0.494
H 6.2022 -1.9558 -0.9056 0.459
H 3.5048 2.4677 -0.3348 0.474
H 0.9360 -3.2915 -1.2406 0.467
H -4.1533 1.7982 -2.4826 0.470
H -3.1500 -0.3006 3.6088 0.490
H -1.3460 -0.0311 2.8118 0.517
H -2.7150 2.9840 2.4876 0.457
H -1.1651 1.1194 -1.2351 0.481
H 3.1361 0.9821 -4.6300 0.445
H -0.4013 -3.8447 -2.2871 0.492
```

Properties
LUMO energy in eV: -0.69
E_tot in eV: -37432.38820
HOMO-LUMO gap in eV: 10.1107